The following is a quantum chemistry calculation of a cluster of 10 separate species, C60H50N10O20 in total, from the OMol25 dataset.

As for the structure (SMILES): O=[N+]([O-])c1ccccc1.O=[N+]([O-])c1ccccc1.O=[N+]([O-])c1ccccc1.O=[N+]([O-])c1ccccc1.O=[N+]([O-])c1ccccc1.O=[N+]([O-])c1ccccc1.O=[N+]([O-])c1ccccc1.O=[N+]([O-])c1ccccc1.O=[N+]([O-])c1ccccc1.O=[N+]([O-])c1ccccc1. The frontier orbital gap is 8.5207 eV. The LUMO energy is -0.90 eV. The maximum force comes out at 0.073 hartree/bohr. As for the total energy: -4367.71092 Eh.

```
140
Properties=species:S:1:pos:R:3:forces:R:3
O 15.71987 -21.97246 -13.45373 -1.0052 0.3163 -0.2681
N 14.60201 -22.16323 -13.91150 -0.1397 -0.7881 -1.2079
O 13.82749 -21.30392 -14.32752 0.8855 -0.9165 0.7501
C 14.18935 -23.62783 -14.05422 1.2744 0.0360 2.5229
C 12.89470 -23.95586 -14.25708 -1.9958 0.5662 -1.9981
C 12.45277 -25.25898 -14.11270 0.4260 0.1327 -0.0076
C 13.33629 -26.21039 -13.67158 -2.2948 -2.5103 -0.5355
C 14.60754 -25.92221 -13.42346 3.3288 -0.1924 1.6562
C 15.02927 -24.61046 -13.52151 0.6789 0.5738 -0.8885
H 12.27033 -23.22321 -14.76235 -0.2825 0.0619 0.5541
H 11.48072 -25.59542 -14.37232 -0.8551 0.2849 -0.1897
H 13.05556 -27.27937 -13.59153 -0.2361 0.8512 -0.0055
H 15.27802 -26.74051 -13.00853 -0.6656 1.3523 -0.7430
H 16.04233 -24.36479 -13.31710 0.6614 0.2647 0.3720
O 12.02352 -14.83623 -16.16171 0.5938 3.4219 1.4379
N 11.79601 -15.88836 -16.61428 0.3095 -2.9711 -1.4992
O 12.56250 -16.50573 -17.34975 0.0673 0.1318 -0.1394
C 10.58129 -16.55639 -16.25863 -1.7054 -1.3284 0.7070
C 9.74979 -16.02479 -15.24182 1.0174 0.7418 -0.6976
C 8.63996 -16.69518 -14.84653 0.1681 -2.6189 -1.2572
C 8.43470 -18.01502 -15.39513 -1.8214 1.2498 1.8274
C 9.20341 -18.50995 -16.40547 -0.4107 -1.7277 -0.3106
C 10.29944 -17.80449 -16.84081 1.4608 0.9529 -0.6456
H 9.93403 -15.09030 -14.71673 0.4423 -0.0147 -0.5812
H 8.00643 -16.20946 -14.14879 -0.6301 -0.1768 0.6777
H 7.61812 -18.64879 -14.97421 0.6155 0.6854 -0.5105
H 8.94171 -19.52974 -16.79757 0.5595 1.1928 0.2936
H 11.00890 -18.21697 -17.59226 -0.7770 0.4646 0.6379
O 10.97964 -15.64893 -22.76808 -0.2604 0.6047 -0.2594
N 11.11517 -16.63115 -22.07816 -1.4205 -0.0928 0.0438
O 10.20190 -17.21198 -21.50918 0.1324 0.2144 0.0899
C 12.41416 -17.18109 -21.96042 2.0224 -0.9158 -0.2180
C 13.32753 -16.95639 -23.00693 -1.7920 1.2827 -0.0656
C 14.57670 -17.49354 -23.00939 1.5995 1.3594 -0.6754
C 14.97067 -18.20854 -21.92770 -0.6883 -0.7934 0.4509
C 14.07045 -18.46120 -20.91626 -0.7999 -0.6265 0.3510
C 12.74750 -17.97543 -20.88346 0.9867 -0.5167 0.0432
H 12.94333 -16.26039 -23.74081 0.3531 -0.1501 -0.3454
H 15.43500 -17.23301 -23.66460 -1.3776 -0.0537 -0.3210
H 15.94102 -18.63962 -22.00393 0.6253 -0.3964 0.6737
H 14.36226 -19.19319 -20.20698 0.1939 -0.2592 0.9741
H 12.05201 -18.25229 -20.07136 0.4818 0.3527 -0.6894
O 21.38791 -12.61399 -18.36340 -0.0282 0.0582 -0.0628
N 21.20427 -12.85706 -19.53108 0.1085 -0.5403 -2.3094
O 21.83283 -12.37384 -20.49066 -0.7927 -0.6821 1.6377
C 20.10200 -13.84235 -19.91168 -0.5365 0.2085 1.4833
C 19.00643 -13.89424 -19.00723 0.4005 -1.4543 -2.7896
C 17.88889 -14.65775 -19.34415 1.2961 -0.2648 -1.9974
C 17.88598 -15.39752 -20.54709 1.6181 0.4857 -0.6893
C 19.04452 -15.42701 -21.38747 -0.8505 1.3429 1.5400
C 20.16389 -14.61046 -21.06596 -2.9286 -0.6391 1.3867
H 19.01196 -13.34864 -18.13704 0.1375 1.3253 1.7740
H 16.97925 -14.59582 -18.82125 -0.8181 0.0052 1.0572
H 16.98296 -15.87234 -20.91962 0.0808 -0.1056 0.3286
H 18.97369 -15.92586 -22.34603 0.2882 -0.1658 0.1455
H 20.96479 -14.61753 -21.69869 2.1186 0.3113 -1.4376
O 14.72904 -15.38605 -20.03201 0.5436 1.2347 -0.7334
N 14.82475 -14.25126 -20.53594 -1.8620 -1.0847 1.9687
O 15.20824 -14.00548 -21.64314 0.4603 -0.0812 -0.4767
C 14.27222 -13.13376 -19.69744 1.1542 -0.4427 1.0869
C 14.19417 -11.92047 -20.32649 -1.0090 1.4349 2.0187
C 13.70286 -10.80761 -19.61490 -1.0630 -1.0247 1.6907
C 13.36672 -10.93493 -18.22191 1.5270 0.2330 -2.2480
C 13.78661 -12.11063 -17.58987 -2.0531 0.0519 1.1331
C 14.08574 -13.25939 -18.28296 1.0367 -0.8113 -1.2929
H 14.47463 -11.74540 -21.30846 0.4156 -0.2301 -1.7728
H 13.43318 -9.91005 -20.14828 0.2417 0.1737 -0.0458
H 12.90474 -10.08597 -17.70737 0.3327 -0.4755 -0.0138
H 13.58001 -12.23487 -16.51740 0.3422 0.1732 -0.4286
H 14.24505 -14.20196 -17.70844 -0.1495 0.7854 -0.9084
O 24.94578 -14.73382 -17.90146 -0.0793 0.5047 -0.9322
N 24.88369 -14.60483 -19.12211 2.3480 1.4297 0.3165
O 25.47179 -13.74978 -19.78240 -0.3475 -0.2196 0.9325
C 24.16486 -15.55225 -19.88352 0.7933 -0.4004 -0.0458
C 24.36529 -15.75725 -21.21065 -1.0315 0.7319 -1.3317
C 23.48818 -16.62815 -21.86276 2.2589 0.7235 1.0097
C 22.62303 -17.38574 -21.13951 -2.5048 -1.7811 -0.9893
C 22.41988 -17.15043 -19.78799 0.7881 -0.3341 -0.5616
C 23.32852 -16.30675 -19.17232 -3.2182 -1.4402 0.9518
H 25.02748 -15.13820 -21.78635 0.2983 0.0876 0.0306
H 23.69087 -16.69493 -22.88532 -0.2859 -0.6248 -1.5252
H 22.00784 -18.18051 -21.68422 0.7034 1.3219 0.8808
H 21.58975 -17.61145 -19.28181 0.1262 -0.2711 0.3236
H 23.23463 -16.16987 -18.13129 0.0509 0.3232 0.9632
O 16.20393 -16.22547 -15.08134 -0.0702 -0.6337 0.1140
N 17.11945 -15.46940 -15.23694 1.7775 2.3341 -0.3848
O 16.99472 -14.23147 -15.28415 0.2711 -1.5886 0.0419
C 18.57974 -16.01727 -15.45188 -2.5892 -0.4492 0.1510
C 19.61774 -15.16715 -15.82198 -1.3165 0.7242 0.9887
C 20.79832 -15.77885 -16.13919 0.9714 0.8879 -0.6050
C 20.94621 -17.14331 -16.09097 1.2822 -0.1935 -0.6683
C 19.90486 -17.93519 -15.75488 -2.3290 -1.0234 1.1742
C 18.65393 -17.40121 -15.40793 1.0720 0.7207 -0.6045
H 19.46334 -14.07418 -15.72961 0.2020 -0.8631 -0.4435
H 21.64176 -15.20724 -16.51757 -0.1432 0.2304 0.3100
H 21.91194 -17.54462 -16.38995 -0.1983 -0.1858 0.1268
H 19.83308 -19.00184 -15.67466 1.1411 -0.4100 -0.3891
H 17.84230 -18.10402 -15.22269 -0.0081 0.6585 0.1610
O 19.20152 -20.78394 -14.71222 -0.5004 -2.2224 0.5769
N 18.86683 -21.99352 -14.72050 0.4464 2.6464 -0.5089
O 18.54657 -22.57397 -15.73088 0.1600 -0.4138 -0.1559
C 18.77886 -22.73180 -13.47761 -0.7484 0.2301 0.5907
C 18.29043 -22.08246 -12.34534 0.3987 -1.1553 0.8263
C 17.97652 -22.86663 -11.21454 0.2195 0.3740 0.7572
C 18.29366 -24.21158 -11.19911 -0.6824 0.0191 -0.7372
C 18.70824 -24.77985 -12.38942 0.8810 -3.4997 0.0574
C 18.93701 -24.11078 -13.55449 0.2791 1.0938 -0.8676
H 18.20627 -21.02338 -12.27728 -0.3018 0.5654 -0.3872
H 17.51113 -22.48644 -10.28198 0.4842 0.3295 -0.9508
H 18.10061 -24.87554 -10.35888 0.0503 0.3989 -0.0268
H 18.88103 -25.89724 -12.40829 -0.1983 1.3340 0.0968
H 19.25615 -24.53023 -14.53065 -0.3489 -0.0131 1.0414
O 10.62094 -21.32813 -14.75933 -0.9376 -0.0717 0.7501
N 10.20619 -20.86664 -13.69875 0.2429 -0.4982 0.2460
O 9.41487 -21.39911 -12.92443 0.5359 0.1982 -1.1638
C 10.81127 -19.60178 -13.27329 0.6277 -0.2849 -2.3174
C 11.68236 -18.97040 -14.15614 0.9526 0.9042 1.6981
C 12.36194 -17.81957 -13.68683 -0.6828 -0.8147 -0.6601
C 12.12469 -17.34110 -12.39259 -0.1087 0.8756 -0.3365
C 11.23723 -18.00625 -11.56092 -0.6705 -0.2180 -0.6777
C 10.54950 -19.12227 -12.06034 -0.2617 0.8419 3.2827
H 11.91143 -19.46962 -15.06296 0.1145 0.0256 -0.7700
H 13.03608 -17.28855 -14.36461 -0.1071 -0.2004 0.3110
H 12.53444 -16.35051 -12.12176 0.0245 -0.8763 0.0749
H 10.93905 -17.66049 -10.57883 0.3595 0.1685 -0.0428
H 9.86129 -19.61834 -11.37999 0.0406 -0.0521 -0.3721
O 19.62194 -19.96901 -18.25076 -0.2731 0.3589 -0.2818
N 18.88155 -19.01372 -18.45949 -0.1040 -1.2013 1.0564
O 19.21190 -18.02408 -19.03797 0.2518 1.3426 -0.9232
C 17.52303 -19.07540 -17.88645 -1.2861 0.5005 -0.3138
C 16.53071 -18.09597 -18.15453 1.5125 -0.6302 -0.9421
C 15.23762 -18.27608 -17.70009 1.0868 0.9976 0.3200
C 14.91881 -19.31648 -16.83270 -0.3268 0.0803 0.1645
C 15.91337 -20.22137 -16.53648 2.1210 -1.4758 -0.0398
C 17.24661 -20.16205 -17.11579 -2.4092 0.7727 0.1828
H 16.85331 -17.29781 -18.83351 -0.5177 -0.0306 0.4568
H 14.57971 -17.45158 -17.86674 -0.6763 0.0756 -0.2970
H 13.88852 -19.34799 -16.40636 1.1042 -0.2645 -0.2519
H 15.78994 -21.06544 -15.85426 -0.3778 0.3827 -0.2646
H 18.03532 -20.87625 -17.08413 -0.0741 -0.7203 0.7552
```
Forces are in eV/Å.